Record 1
DFT (ωB97M-V/def2-TZVPD) results for a structure of composition C25H20Cl4InN4O2.

* net charge: +1
* HOMO level: -11.503 eV
* relative energy (zero: lowest compared OMol25 entry of this formula, charge and spin): 4.289 eV

CARTESIAN COORDINATES (ANGSTROEM)
1 In 1.03474 0.75423 1.90347
2 C 1.65646 -0.68414 -1.30194
3 C 1.95326 0.80536 -1.54046
4 C 3.32571 1.16935 -1.04775
5 C 4.36396 1.52822 -1.89227
6 C 5.60316 1.81848 -1.34135
7 C 5.76303 1.74309 0.03170
8 C 4.66835 1.38075 0.79989
9 N 3.47828 1.09264 0.27859
10 N 0.32668 -0.88881 -0.72954
11 C -0.73440 -0.39550 -1.61259
12 C -1.47612 0.78156 -0.99688
13 C -1.67022 1.98536 -1.81646
14 C -2.74442 2.76498 -1.94999
15 C -4.14518 2.68088 -1.40126
16 C -4.42512 2.18158 1.12007
17 N -1.90925 0.71217 0.18962
18 C 0.13216 -2.26632 -0.30747
19 C 0.82998 -2.64205 0.98354
20 C 0.70754 -3.94748 1.44676
21 C 1.33338 -4.30980 2.62266
22 C 2.08492 -3.36223 3.30604
23 C 2.15348 -2.09092 2.77915
24 N 1.53569 -1.72916 1.64516
25 H 1.78011 -1.24728 -2.23883
26 H 2.37386 -1.07816 -0.58401
27 H 1.83274 1.07778 -2.58927
28 H 1.23404 1.40176 -0.96859
29 H 4.20356 1.58067 -2.96077
30 H 6.43237 2.10011 -1.97647
31 H 6.71078 1.96373 0.50115
32 H 4.74579 1.32261 1.88003
33 H -0.34034 -0.11963 -2.59341
34 H -1.48614 -1.17076 -1.79284
35 H -0.83708 2.21101 -2.47553
36 H -2.65431 3.57080 -2.67116
37 H -4.77925 2.41506 -2.24826
38 H -5.36177 2.58586 1.48884
39 H -0.93556 -2.44189 -0.15534
40 H 0.45393 -2.97706 -1.08437
41 H 0.12072 -4.66416 0.88668
42 H 1.24043 -5.31788 3.00367
43 H 2.59982 -3.60303 4.22459
44 H 2.72802 -1.31820 3.28040
45 Cl -5.87373 -1.59588 0.56149
46 C -4.41661 -0.70441 0.42373
47 C -4.45462 0.39670 -0.55579
48 Cl -4.40248 -0.20111 -2.19577
49 C -4.36906 1.69318 -0.27636
50 Cl -4.66157 4.34086 -0.97112
51 C -3.39312 2.36398 1.91475
52 O -2.50934 2.53775 2.63685
53 C -2.01555 -0.28566 1.09959
54 O -1.17595 -0.50544 1.95456
55 C -3.32352 -1.03316 1.12387
56 Cl -3.31223 -2.38040 2.18895

These are the natural (NBO) partial charges, in e, on atoms 1 to 6: 0.86 -0.22 -0.45 0.22 -0.24 -0.14

Record 2
DFT (ωB97M-V/def2-TZVPD) results for a structure of composition C22H37AsN3PtSSi2.

* net charge: +1
* HOMO level: -10.418 eV
* relative energy (zero: lowest compared OMol25 entry of this formula, charge and spin): 1.706 eV

CARTESIAN COORDINATES (ANGSTROEM)
1 Pt 0.01976 -0.30948 -0.72893
2 C -1.17914 -1.06462 4.10693
3 Si -0.23727 -1.25197 2.48819
4 C 1.57897 -1.24659 2.95926
5 C -0.75282 -2.92065 1.79019
6 C -0.64145 0.09630 1.20185
7 C 0.12510 1.36287 1.22902
8 C 0.60652 2.00578 2.36342
9 C 1.37734 3.13688 2.16668
10 C 1.65602 3.55611 0.86459
11 C 1.13622 2.84896 -0.20300
12 N 0.34036 1.79190 -0.02609
13 Si -2.50578 0.47133 0.99072
14 C -2.79605 1.84713 -0.26163
15 C -3.41511 -1.07512 0.44183
16 C -3.17341 1.12189 2.62008
17 H -0.76500 -1.75307 4.84335
18 H -2.23531 -1.30393 4.00293
19 H -1.10668 -0.06153 4.52519
20 H 1.73477 -2.02454 3.70712
21 H 1.88718 -0.30362 3.40848
22 H 2.24693 -1.44450 2.13135
23 H -0.21459 -3.71920 2.30169
24 H -0.56558 -3.01118 0.72443
25 H -1.81513 -3.09541 1.94721
26 H 0.40032 1.60942 3.34497
27 H 1.78061 3.68189 3.00863
28 H 2.25677 4.43269 0.67856
29 H 1.32579 3.15287 -1.22498
30 H -2.54336 1.55270 -1.28056
31 H -2.21627 2.73623 -0.02004
32 H -3.85029 2.12406 -0.24610
33 H -2.83543 -1.64306 -0.28674
34 H -4.37418 -0.82287 -0.00933
35 H -3.62069 -1.73395 1.28305
36 H -2.52115 1.88905 3.03746
37 H -3.30276 0.34867 3.37155
38 H -4.14600 1.58345 2.44588
39 N 2.61312 -3.73594 -0.71934
40 C 1.43938 -3.11915 -0.95543
41 N 1.51605 -1.81931 -0.80290
42 C 2.83257 -1.55457 -0.44562
43 C 3.46559 -0.34567 -0.16693
44 C 4.79323 -0.39999 0.19363
45 C 5.48495 -1.62095 0.27172
46 C 4.87259 -2.82184 -0.01876
47 C 3.53300 -2.75920 -0.38576
48 H 2.77960 -4.72534 -0.79838
49 H 0.55611 -3.65176 -1.25520
50 H 2.92376 0.58844 -0.22143
51 H 5.31913 0.51497 0.42543
52 H 6.52438 -1.61742 0.56468
53 H 5.40918 -3.75840 0.03485
54 C -0.82559 2.67026 -3.27291
55 As -1.25476 0.93160 -3.97832
56 C -3.13648 0.58391 -3.76233
57 C -0.98451 1.04771 -5.87723
58 S -0.06184 -0.63386 -3.19359
59 H -1.63830 3.36181 -3.49358
60 H 0.09096 3.00275 -3.76139
61 H -0.67503 2.59723 -2.19762
62 H -3.71549 1.47640 -3.98832
63 H -3.33549 0.24804 -2.74526
64 H -3.39308 -0.21297 -4.46038
65 H -1.68558 1.76171 -6.30668
66 H -1.14598 0.06072 -6.31000
67 H 0.03937 1.36596 -6.07020

These are the natural (NBO) partial charges, in e, on atoms 1 to 6: 0.75 -1.13 1.69 -1.12 -1.12 -1.12

Record 3
DFT (ωB97M-V/def2-TZVPD) results for a structure of composition C12H21F9GeIrO2Se2.

* <S²>: 0.7626
* HOMO level (spin up / spin down): -8.056 / -7.806 eV
* multiplicity: 2
* relative energy (zero: lowest compared OMol25 entry of this formula, charge and spin): 2.439 eV

CARTESIAN COORDINATES (ANGSTROEM)
1 Ir 0.56147 -0.95502 -0.50261
2 C -3.06712 -3.44929 -0.18195
3 Se -1.33814 -2.69640 -0.69292
4 C -0.59043 -3.43105 0.97077
5 C -0.87145 -2.52864 2.16871
6 Se -0.03114 -0.75848 2.07155
7 C -0.71204 -0.22759 3.84454
8 H -2.90339 -4.51892 -0.16790
9 H -3.79799 -3.18795 -0.93953
10 H -3.40083 -3.07064 0.77770
11 H 0.47135 -3.58948 0.81227
12 H -1.04460 -4.40535 1.14273
13 H -0.47218 -3.00924 3.05920
14 H -1.94248 -2.38089 2.29586
15 H -0.30369 -0.88359 4.60697
16 H -1.79784 -0.25028 3.85581
17 H -0.37247 0.78696 4.02678
18 O 1.63446 -2.27975 -0.84318
19 F 4.15687 -0.36141 1.43936
20 C 4.38712 0.02314 0.18041
21 F 4.42148 -1.07230 -0.57740
22 F 5.59295 0.60155 0.13633
23 C 3.21531 0.96734 -0.30641
24 O 2.06305 0.32971 -0.22028
25 C 3.17882 2.25252 0.60803
26 F 2.19180 3.06692 0.21438
27 F 4.31835 2.94388 0.59101
28 F 2.92071 1.90364 1.87256
29 C 3.50696 1.40732 -1.79636
30 F 2.51937 2.20673 -2.23052
31 F 3.52405 0.33400 -2.58763
32 F 4.66017 2.06267 -1.95065
33 C -2.39291 2.41234 -2.87843
34 Ge -1.79082 1.38672 -1.32055
35 C -1.20724 2.61045 0.08717
36 C -3.29450 0.31722 -0.63866
37 C -0.28541 0.23635 -1.92712
38 H -3.21683 3.06448 -2.59479
39 H -2.73114 1.74630 -3.66949
40 H -1.57968 3.02346 -3.26340
41 H -2.03571 3.25062 0.38561
42 H -0.39252 3.23599 -0.27272
43 H -0.86076 2.05920 0.95973
44 H -4.11073 0.97665 -0.34988
45 H -2.98538 -0.25634 0.23576
46 H -3.66074 -0.36778 -1.40322
47 H 0.50785 0.88195 -2.29698
48 H -0.64198 -0.40771 -2.73067

These are the natural (NBO) partial charges, in e, on atoms 1 to 6: 1.17 -0.73 0.39 -0.56 -0.58 0.28

Record 4
DFT (ωB97M-V/def2-TZVPD) results for a cluster of 8 separate species, C23H47Cl2N5O11 in total.

* HOMO level: -8.752 eV
* structure (SMILES): O=C1OCCO1.O=C1OCCO1.CNC(C)=O.CNC(C)=O.CNC(C)=O.CNC(C)=O.CNC(C)=O.ClCCCl

CARTESIAN COORDINATES (ANGSTROEM)
1 C 2.45773 -1.04811 -2.07717
2 C 1.49267 -0.84850 -3.26227
3 O 1.04456 -2.17771 -3.53396
4 C 1.25321 -2.94788 -2.43619
5 O 0.78045 -4.01944 -2.26164
6 O 2.09618 -2.32432 -1.58217
7 H 2.28802 -0.27372 -1.33278
8 H 3.49247 -0.98789 -2.41324
9 H 1.99309 -0.42981 -4.13221
10 H 0.64202 -0.21983 -3.02017
11 C 3.75815 3.96734 -1.82615
12 C 2.47709 3.26647 -1.34686
13 O 2.24721 2.25456 -2.31590
14 C 3.25540 2.28006 -3.23603
15 O 3.23509 1.65405 -4.23512
16 O 4.27061 3.05364 -2.79600
17 H 4.39893 4.13653 -0.96476
18 H 3.53917 4.91876 -2.31058
19 H 1.67397 3.99828 -1.23734
20 H 2.61699 2.79808 -0.37348
21 C 3.73360 0.09455 1.57058
22 C 3.86612 1.59371 1.65202
23 O 4.67998 2.17467 0.94632
24 N 2.95512 2.24480 2.40912
25 C 2.82841 3.67997 2.40842
26 H 2.71627 -0.26531 1.71519
27 H 4.43698 -0.44881 2.19920
28 H 3.99311 -0.17928 0.54657
29 H 2.32017 1.68873 2.97027
30 H 2.48022 4.02475 3.38409
31 H 2.10073 4.03006 1.67078
32 H 3.80325 4.14060 2.26390
33 C -3.07467 0.57616 -4.45948
34 C -1.76088 1.27969 -4.19247
35 O -1.27224 1.33081 -3.06715
36 N -1.20043 1.89772 -5.24836
37 C 0.08562 2.55814 -5.17373
38 H -3.42705 0.71658 -5.47786
39 H -3.79048 0.90378 -3.71006
40 H -2.91621 -0.49397 -4.30764
41 H -1.62475 1.76474 -6.14838
42 H 0.03090 3.55249 -5.61028
43 H 0.80290 1.98935 -5.77961
44 H 0.51241 2.54090 -4.17790
45 C -2.13444 -1.81285 -1.51175
46 C -1.42518 -1.10648 -0.38330
47 O -1.60357 -1.42655 0.79342
48 N -0.56525 -0.12319 -0.72093
49 C 0.13114 0.60841 0.29163
50 H -1.46586 -1.88917 -2.37015
51 H -2.93221 -1.13876 -1.84529
52 H -2.56387 -2.75244 -1.19327
53 H -0.77974 0.36811 -1.58536
54 H -0.51217 1.30929 0.85111
55 H 0.81272 1.28639 -0.22604
56 H 0.59610 0.02243 1.07821
57 C 0.74326 -4.44045 1.28840
58 C -0.58838 -5.02417 1.68905
59 O -0.67410 -5.89792 2.53960
60 N -1.66726 -4.47913 1.06965
61 C -3.02155 -4.96956 1.19989
62 H 1.43380 -4.41173 2.12685
63 H 0.61109 -3.43442 0.88072
64 H 1.21058 -5.03024 0.49910
65 H -1.56030 -3.51984 0.77486
66 H -3.04654 -6.00789 1.50953
67 H -3.56630 -4.79329 0.27232
68 H -3.52810 -4.37012 1.96485
69 C -1.11334 -0.32771 4.38765
70 C -0.39649 0.95810 4.04512
71 O 0.81190 0.94097 3.82730
72 N -1.16984 2.04896 3.88831
73 C -0.65892 3.33854 3.47699
74 H -1.68755 -0.61832 3.50268
75 H -1.73664 -0.25247 5.27887
76 H -0.38916 -1.11625 4.56904
77 H -2.15902 1.89973 3.98632
78 H -1.49994 4.00972 3.31164
79 H -0.15841 3.24615 2.51081
80 H -0.00341 3.77003 4.22943
81 Cl -5.78723 -0.28329 2.32441
82 C -4.27660 -1.23272 2.42817
83 C -4.23910 -2.08790 3.67632
84 Cl -5.51557 -3.30875 3.67206
85 H -3.46993 -0.50616 2.37088
86 H -4.15698 -1.86126 1.54710
87 H -4.32766 -1.45781 4.55994
88 H -3.26206 -2.57140 3.72429

These are the Löwdin partial charges, in e, on atoms 1 to 6: -0.11 -0.11 0.06 -0.58 0.16 0.06

Record 5
DFT (ωB97M-V/def2-TZVPD) results for a cluster of 2 separate species, C7H15N in total.

* HOMO level: -7.963 eV
* structure (SMILES): C/C=C/C.C/C=C/N
* relative energy (zero: lowest compared OMol25 entry of this formula, charge and spin): 1.279 eV

CARTESIAN COORDINATES (ANGSTROEM)
1 C -1.68547 -0.99709 -0.06673
2 C -1.91487 -2.28947 -0.27524
3 C -0.93551 -3.32189 -0.72667
4 C -2.72593 0.00840 0.30857
5 H -0.69344 -0.60679 -0.27446
6 H -2.94001 -2.63734 -0.14638
7 H -0.86303 -4.14429 -0.01397
8 H -1.23423 -3.74064 -1.68884
9 H 0.05555 -2.87868 -0.84191
10 H -3.72774 -0.36110 0.08632
11 H -2.56814 0.92711 -0.25826
12 H -2.70733 0.27734 1.36713
13 C 2.10190 2.16191 -1.63957
14 C 1.99451 2.20440 -0.14302
15 C 1.62017 1.16215 0.60642
16 N 1.62721 1.05095 1.98638
17 H 1.86026 1.18087 -2.04093
18 H 1.42372 2.90618 -2.06650
19 H 3.11204 2.45276 -1.93317
20 H 2.31528 3.09602 0.38395
21 H 1.33981 0.26892 0.06499
22 H 0.89949 0.47307 2.37026
23 H 1.66023 1.92736 2.48323

These are the natural (NBO) partial charges, in e, on atoms 1 to 6: -0.19 -0.18 -0.64 -0.64 0.18 0.18

Record 6
DFT (ωB97M-V/def2-TZVPD) results for an isolated molecule of C3BrClO.

* HOMO level: -10.275 eV
* structure (SMILES): O=C(Br)C#CCl
* relative energy (zero: lowest compared OMol25 entry of this formula, charge and spin): 0.000 eV

CARTESIAN COORDINATES (ANGSTROEM)
1 C 0.00786 -0.55857 -0.02920
2 C -0.15894 -1.36018 0.85442
3 C 0.33708 1.13973 -0.60981
4 O 1.29294 1.72561 -0.29213
5 Cl -0.43720 -2.63498 1.82822
6 Br -1.04174 1.68839 -1.75150

Charges obtained by natural (NBO) population analysis, quoted in units of e: -0.15 -0.15 0.50 -0.46 0.15 0.11